This record from the Open Molecules 2025 dataset describes a molecular structure, C4H30BO23Rb. The level of theory is the ωB97M-V functional and the def2-TZVPD basis.

The value obtained for the HOMO energy is -0.3443 Ha. The total energy comes out at -53064.3740 eV. For the frontier orbital gap, the calculation gives 8.373 eV. The calculation puts the largest force on an atom at 0.1802 hartree/bohr.

The geometry in XYZ format:
```
59
C4H30BO23Rb | the Open Molecules 2025 dataset | the ωB97M-V functional and the def2-TZVPD basis
Rb -6.0760 -0.3820 -36.7940
O 1.9380 3.9600 -36.0580
C 0.9860 3.2210 -36.1970
O -0.2170 3.6490 -36.1540
B -0.9700 2.5150 -35.6180
O 0.0230 1.4990 -35.2670
C 1.1020 1.8670 -35.7460
O 1.9690 1.0010 -36.0550
O -1.9940 1.9530 -36.5460
C -3.1080 2.1030 -36.0300
O -4.1630 1.6660 -36.4620
C -2.8930 2.5950 -34.7160
O -1.7130 2.9660 -34.4510
O -3.6400 2.2000 -33.7870
O 0.5650 6.1650 -34.6410
H 1.0720 5.6990 -35.2770
H -0.3220 5.9020 -34.8550
O 4.2220 5.0200 -35.2510
H 4.0220 5.9490 -35.4090
H 3.4580 4.6090 -35.5470
O 3.1920 2.2380 -33.6730
H 2.5000 2.8490 -33.6480
H 2.8570 1.3810 -33.4450
O -3.8960 0.1340 -31.7060
H -3.6110 0.0890 -30.8250
H -3.0440 0.1740 -32.2330
O -3.1670 3.2660 -31.3970
H -3.2370 2.6920 -32.1810
H -2.4980 3.9340 -31.6040
O -5.2620 -0.7540 -33.9250
H -5.1810 -1.6280 -33.5440
H -4.6760 -0.2920 -33.2890
O 0.2050 -1.2720 -34.7710
H 0.8380 -0.6280 -34.4720
H 0.5500 -1.8830 -35.3730
O -6.4670 2.0860 -33.5890
H -5.5900 1.8310 -33.7550
H -6.8440 1.2550 -33.4300
O -0.7130 1.5040 -31.8940
H -0.0740 0.8600 -31.5580
H -0.2660 2.1810 -32.3450
O 1.0050 3.9410 -33.0100
H 1.0070 4.7080 -33.5770
H 1.5900 4.0730 -32.2640
O -1.2710 5.0500 -32.1510
H -1.6420 5.5480 -32.9020
H -0.4540 4.5830 -32.4150
O -3.2660 -1.6010 -36.0430
H -3.6000 -1.5890 -35.1720
H -2.6260 -0.8710 -36.1390
O -4.7930 4.8970 -34.5980
H -5.1610 5.7620 -34.8050
H -5.0210 4.6010 -33.7200
O 3.9870 -0.2040 -35.1070
H 4.6070 0.5000 -35.3150
H 3.2270 0.0960 -35.5610
O -2.0130 -0.1830 -33.5500
H -1.7370 0.5370 -33.0200
H -1.2630 -0.4290 -34.0190
```

What are the Löwdin partial charges on each atom? They are as follows, in elementary charge units: 1.0206 0.1430 -0.3785 0.3033 -0.8336 0.2965 -0.3915 0.1002 0.3291 -0.4659 0.0196 -0.3716 0.2992 0.0880 0.0061 0.0029 0.0437 -0.0269 0.0393 -0.0746 -0.0028 -0.0488 0.0271 -0.0364 0.0377 0.0238 -0.0884 -0.0301 -0.0311 -0.1296 0.0539 0.0069 0.0065 0.0367 0.0408 -0.0085 -0.0446 -0.0063 0.0107 0.0864 -0.0049 -0.0194 0.0195 0.1017 -0.0529 0.0647 -0.0050 -0.0818 -0.0310 0.0460 -0.0321 0.0434 0.0338 -0.0553 0.0427 -0.0688 -0.0048 -0.0233 -0.0255



This record from the Open Molecules 2025 dataset describes 13 unconnected molecules or ions with the total composition C4H30N2O12. The level of theory is the ωB97M-V functional and the def2-TZVPD basis.

The value obtained for the HOMO energy is -0.3232 Ha. The total energy comes out at -32187.4944 eV. For the frontier orbital gap, the calculation gives 9.042 eV. The calculation puts the largest force on an atom at 0.0179 hartree/bohr.

The geometry in XYZ format:
```
48
C4H30N2O12 | the Open Molecules 2025 dataset | the ωB97M-V functional and the def2-TZVPD basis
C -1.3041 -3.1694 0.0185
C -0.5777 -1.8690 0.1082
C 0.7615 -1.6871 0.3481
N 0.9606 -0.3236 0.3318
C -0.2319 0.2639 0.0970
N -1.1840 -0.6480 -0.0467
H -2.3702 -3.0245 -0.1760
H -0.8838 -3.7970 -0.7625
H -1.2399 -3.7510 0.9433
H 1.5880 -2.3664 0.4412
H 1.8692 0.1014 0.5473
H -0.3321 1.3375 0.0368
H -3.2075 0.5145 -1.6096
H -3.5679 0.4657 -3.0741
O -3.9406 0.7062 -2.2225
H 1.8876 1.2670 -2.8654
H 3.3661 1.3834 -3.4157
O 2.8296 1.4200 -2.6119
H -0.5727 3.9219 -3.2891
H -1.7894 3.1600 -2.7848
O -1.0094 3.0888 -3.3897
H 0.8183 3.2626 2.0255
H -0.3331 2.3927 2.6795
O -0.1011 2.9594 1.9204
H 2.3682 -0.3247 3.7214
H 1.4537 -1.4599 3.1383
O 1.7424 -0.5160 3.0211
H -1.4861 -0.9625 3.6193
H -2.0013 -1.7182 2.3854
O -1.7756 -1.8558 3.3209
H 0.6422 -3.6753 2.7911
H -0.2839 -2.6489 3.4899
O 0.6487 -2.9937 3.4656
H 2.1527 -2.1976 -2.8798
H 2.3551 -1.1091 -1.7958
O 2.5852 -2.0174 -2.0221
H -3.6081 2.4764 -1.9223
H -2.6157 2.8188 -0.8027
O -3.0038 3.1805 -1.6032
H -0.1585 1.6390 -3.5125
H -0.0755 0.4279 -2.5723
O 0.3339 0.7870 -3.3743
H 4.2411 0.6807 0.1619
H 3.2407 1.2838 -0.9058
O 3.3617 1.0487 0.0443
H -1.0664 0.6232 2.4266
H 0.2130 0.2597 3.2367
O -0.6993 0.6445 3.3189
```

What are the Löwdin partial charges on each atom? They are as follows, in elementary charge units: -0.0423 -0.3712 -0.0759 0.0682 -0.2312 0.0808 0.0805 0.0752 0.0672 0.1250 0.0980 0.1091 0.0368 0.0598 -0.0470 0.0028 0.0668 -0.0764 0.0504 0.0119 -0.0555 0.0516 0.0034 -0.0804 0.0673 0.0256 -0.0624 0.0319 0.0442 -0.0611 0.0445 0.0140 -0.0737 0.0564 -0.0035 -0.0632 0.0299 0.0536 -0.0533 0.0151 0.0312 -0.0771 0.0546 0.0086 -0.0733 0.0329 0.0281 -0.0778



This record from the Open Molecules 2025 dataset describes 10 unconnected molecules or ions with the total composition C4H31N2O9. The level of theory is the ωB97M-V functional and the def2-TZVPD basis.

The value obtained for the HOMO energy is -0.4942 Ha. As for the charge: +1. The total energy comes out at -26053.4266 eV. For the frontier orbital gap, the calculation gives 10.914 eV. The calculation puts the largest force on an atom at 0.0565 hartree/bohr.

The geometry in XYZ format:
```
46
C4H31N2O9 | the Open Molecules 2025 dataset | the ωB97M-V functional and the def2-TZVPD basis
C -0.2472 -0.7337 3.4220
N -0.2818 -2.2107 3.1409
C -1.3835 -0.1975 2.5485
N -0.9951 -0.4807 1.1283
C -2.8316 1.8824 3.2944
C -1.4515 1.3639 2.7031
H 0.7012 -0.4148 2.9485
H -0.1685 -0.3894 4.4616
H 0.5678 -2.6690 3.4499
H -1.0256 -2.4909 3.7708
H -2.3744 -0.5467 2.8610
H -1.6048 0.0793 0.5286
H 0.0094 -0.1896 1.1101
H -0.8577 -1.4708 0.9170
H -2.6470 2.8645 3.7250
H -3.2400 1.1996 4.0392
H -3.6632 1.9507 2.6052
H -1.4899 1.8092 1.6866
H -0.5664 1.7635 3.1655
H 1.6647 1.1978 0.1948
H 2.1561 1.5536 1.5541
O 1.3438 1.3070 1.1021
H 3.2338 0.5921 -1.5985
H 4.0854 1.7950 -1.2491
O 3.4026 1.2254 -0.8819
H 1.0493 -3.3169 -3.0427
H 2.5916 -3.2176 -2.6252
O 1.9455 -3.0242 -3.3050
H 0.9809 -0.1604 -1.5206
H 1.8451 -1.4264 -1.2645
O 1.0132 -0.9978 -1.0496
H 2.7698 0.0717 -4.0270
H 2.1286 -1.2814 -3.8612
O 2.0801 -0.3606 -3.4965
H 1.8390 4.2384 -1.8703
H 1.8271 2.6586 -1.3730
O 1.4400 3.3670 -1.8875
H -0.1651 1.9769 -1.7829
H -1.3808 1.4330 -2.3729
O -0.8592 1.3301 -1.5681
H -0.6159 -2.2288 -2.3717
H -1.8567 -3.1767 -2.6201
O -0.9131 -3.1473 -2.4209
H -2.9610 -0.2945 -3.4370
H -2.4355 -0.3406 -1.9874
O -2.6595 -0.8927 -2.7438
```

What are the Löwdin partial charges on each atom? They are as follows, in elementary charge units: -0.2092 0.0131 -0.2939 0.2012 -0.0735 -0.1741 0.1095 0.1327 0.0793 0.0768 0.1496 0.1422 0.1034 0.1495 0.0743 0.0665 0.0685 0.1054 0.0999 -0.0056 0.0690 -0.0469 0.0341 0.0742 -0.0404 0.0382 0.0561 -0.0465 -0.0041 0.0372 -0.0495 0.0603 0.0357 -0.0836 0.0592 -0.0115 -0.0394 0.0234 0.0531 -0.0476 0.0025 0.0412 -0.0654 0.0589 0.0108 -0.0349



Copy entry 3 word for word.
This record from the Open Molecules 2025 dataset describes 10 unconnected molecules or ions with the total composition C4H31N2O9. The level of theory is the ωB97M-V functional and the def2-TZVPD basis.

The value obtained for the HOMO energy is -0.4942 Ha. As for the charge: +1. The total energy comes out at -26053.4266 eV. For the frontier orbital gap, the calculation gives 10.914 eV. The calculation puts the largest force on an atom at 0.0565 hartree/bohr.

The geometry in XYZ format:
```
46
C4H31N2O9 | the Open Molecules 2025 dataset | the ωB97M-V functional and the def2-TZVPD basis
C -0.2472 -0.7337 3.4220
N -0.2818 -2.2107 3.1409
C -1.3835 -0.1975 2.5485
N -0.9951 -0.4807 1.1283
C -2.8316 1.8824 3.2944
C -1.4515 1.3639 2.7031
H 0.7012 -0.4148 2.9485
H -0.1685 -0.3894 4.4616
H 0.5678 -2.6690 3.4499
H -1.0256 -2.4909 3.7708
H -2.3744 -0.5467 2.8610
H -1.6048 0.0793 0.5286
H 0.0094 -0.1896 1.1101
H -0.8577 -1.4708 0.9170
H -2.6470 2.8645 3.7250
H -3.2400 1.1996 4.0392
H -3.6632 1.9507 2.6052
H -1.4899 1.8092 1.6866
H -0.5664 1.7635 3.1655
H 1.6647 1.1978 0.1948
H 2.1561 1.5536 1.5541
O 1.3438 1.3070 1.1021
H 3.2338 0.5921 -1.5985
H 4.0854 1.7950 -1.2491
O 3.4026 1.2254 -0.8819
H 1.0493 -3.3169 -3.0427
H 2.5916 -3.2176 -2.6252
O 1.9455 -3.0242 -3.3050
H 0.9809 -0.1604 -1.5206
H 1.8451 -1.4264 -1.2645
O 1.0132 -0.9978 -1.0496
H 2.7698 0.0717 -4.0270
H 2.1286 -1.2814 -3.8612
O 2.0801 -0.3606 -3.4965
H 1.8390 4.2384 -1.8703
H 1.8271 2.6586 -1.3730
O 1.4400 3.3670 -1.8875
H -0.1651 1.9769 -1.7829
H -1.3808 1.4330 -2.3729
O -0.8592 1.3301 -1.5681
H -0.6159 -2.2288 -2.3717
H -1.8567 -3.1767 -2.6201
O -0.9131 -3.1473 -2.4209
H -2.9610 -0.2945 -3.4370
H -2.4355 -0.3406 -1.9874
O -2.6595 -0.8927 -2.7438
```

What are the Löwdin partial charges on each atom? They are as follows, in elementary charge units: -0.2092 0.0131 -0.2939 0.2012 -0.0735 -0.1741 0.1095 0.1327 0.0793 0.0768 0.1496 0.1422 0.1034 0.1495 0.0743 0.0665 0.0685 0.1054 0.0999 -0.0056 0.0690 -0.0469 0.0341 0.0742 -0.0404 0.0382 0.0561 -0.0465 -0.0041 0.0372 -0.0495 0.0603 0.0357 -0.0836 0.0592 -0.0115 -0.0394 0.0234 0.0531 -0.0476 0.0025 0.0412 -0.0654 0.0589 0.0108 -0.0349



> What is the formula in the second record?

C4H30N2O12



> What is the formula in the third record?

C4H31N2O9